{"formula": "C54H58N2O17P", "method": "ωB97M-V/def2-TZVPD", "symbols": ["C", "H", "C", "H", "H", "H", "C", "H", "H", "H", "O", "C", "H", "H", "H", "O", "C", "C", "C", "O", "C", "C", "C", "H", "O", "H", "N", "C", "H", "H", "O", "C", "O", "C", "C", "H", "O", "C", "C", "H", "C", "C", "C", "H", "H", "H", "H", "H", "O", "H", "C", "C", "O", "H", "H", "H", "H", "H", "P", "C", "C", "O", "H", "C", "O", "H", "C", "C", "H", "H", "C", "C", "C", "H", "C", "H", "C", "H", "O", "H", "H", "C", "C", "C", "H", "H", "C", "H", "O", "H", "C", "H", "C", "H", "H", "C", "H", "C", "H", "N", "C", "H", "C", "O", "C", "C", "C", "H", "O", "C", "C", "C", "H", "H", "C", "H", "H", "H", "H", "C", "O", "C", "O", "C", "H", "H", "H", "C", "H", "C", "C", "H"], "coordinates": [[-7.56401, -9.30608, 10.97724], [4.49280, 2.56136, 2.70022], [9.11506, 6.12237, -7.14152], [-8.05804, 0.11844, -0.01368], [10.04968, 7.39948, -1.92467], [-8.36759, -6.61728, 3.29730], [5.81808, 3.35796, 1.02109], [-4.53413, -5.46706, -1.09430], [-0.82434, 5.69267, -0.49783], [-0.37737, 0.07613, -1.68390], [5.71719, 0.87530, -2.85707], [8.79670, 8.25584, -3.40759], [8.74425, 6.78253, -9.12412], [-1.87031, 3.60387, -0.38685], [7.67364, 0.64738, 1.30149], [-8.39717, -6.82222, 7.83182], [-9.70776, -0.96670, 0.92424], [-8.14803, -7.56368, 8.77239], [-8.31637, -0.47812, 0.85272], [-4.40969, -0.09484, -1.15513], [-7.80428, -1.57806, 2.98372], [-2.52604, -1.70468, -1.86777], [-5.69206, -5.57871, 0.68028], [1.46411, 6.20354, -1.33012], [-2.34512, 1.04706, -1.60358], [4.57308, 1.26190, -6.62577], [3.56091, 2.46198, -3.40778], [4.02056, 0.59654, -5.81500], [5.99117, 0.42873, 2.69220], [-5.55032, -8.46302, 10.86283], [-6.76181, -5.57965, 2.77980], [7.45197, 8.29882, -4.01511], [11.10343, 6.28250, -10.08722], [-0.52731, 5.10611, -1.49354], [-9.63075, -7.36364, 4.83072], [1.98725, 5.63258, -3.66227], [6.10274, -0.84144, 0.86094], [-3.44747, -4.59297, 0.58912], [10.08808, 5.55049, -6.18970], [-10.49400, -10.30169, 2.35894], [4.82372, 2.03165, -2.68736], [10.79988, 6.06474, -8.92234], [-0.98044, 0.90273, -1.07017], [5.43828, 7.45576, -3.90070], [7.08280, 3.86372, -0.81628], [-2.66675, -3.81139, 2.47623], [-6.40586, -0.41042, 1.77434], [1.49166, 4.45145, -0.63622], [8.28513, 5.81496, -0.86969], [1.23513, 2.60477, -6.03629], [-6.53148, -8.41868, 10.40610], [6.30228, 3.03659, -0.51258], [-8.83157, -8.48032, 1.54884], [-11.55602, -10.26406, 4.61218], [0.37188, 2.23063, -2.35955], [9.54300, 8.91327, -3.83729], [-4.68525, -4.41004, 3.80802], [-9.45400, -2.66320, 3.92164], [2.78286, 1.62140, -4.77553], [-9.35096, -8.46217, 2.65628], [11.77291, 5.49286, -7.97052], [-7.31487, -10.04754, 11.91781], [-0.95118, 5.78286, -2.37740], [9.44640, 6.36266, -8.41384], [-6.99309, -1.84004, 3.86113], [-2.61748, -1.83878, -3.04528], [-7.42997, -0.76199, 1.81191], [-10.86250, -9.49756, 4.28766], [4.59116, -0.86334, 2.36820], [0.60669, 2.43138, -0.48597], [-10.29286, -9.51770, 3.07876], [5.02730, 3.18442, -1.53258], [-9.19567, -2.06664, 3.05524], [4.60072, 0.81532, -0.11852], [4.47537, 2.55387, 1.50960], [-9.65504, -9.92053, 10.79942], [-6.80330, -7.60666, 9.37991], [3.85649, 5.08120, -0.98253], [7.20283, 9.04028, -4.95568], [12.76137, 5.28087, -8.35943], [6.68380, 3.23690, 1.82514], [6.41944, 7.41141, -3.44397], [-10.08207, -1.78278, 2.09605], [-4.61015, -4.61968, 2.74799], [3.51107, 3.18763, 1.21746], [12.14372, 4.83270, -5.98792], [8.03599, 6.55642, -1.81026], [4.85249, 0.06667, -5.18493], [9.78453, 5.33274, -5.02482], [-0.94812, 0.63314, 0.09137], [-0.21053, 2.36021, -1.35284], [6.80818, 1.98055, -0.50218], [3.07366, 3.73018, -2.73483], [0.95641, 3.98154, -3.54418], [-6.55263, -6.06572, 0.23749], [9.06852, 7.44382, -2.38140], [-1.41984, -1.85526, -1.47788], [-3.10805, -0.21249, -1.51640], [3.25546, 0.65017, 1.19329], [3.94271, 4.23756, -1.59346], [-8.90874, -9.26310, 10.36972], [6.48989, 1.14218, -3.45950], [5.31559, -0.05835, 1.86762], [-11.09204, -8.40102, 6.36064], [4.38577, 0.99139, 1.01832], [-1.24195, 3.63369, -1.39886], [11.44156, 5.25257, -6.69820], [5.94496, 5.94197, -1.98808], [-2.45757, -4.29746, -0.06608], [1.11116, 5.08345, -1.54466], [-10.57266, -8.41917, 5.25320], [-9.18056, -8.45109, 9.34353], [-11.10618, -2.13435, 2.13362], [-10.16172, -8.40674, 8.88679], [6.69126, 6.59940, -2.41778], [3.43790, -0.26467, -6.39840], [-3.23163, -2.49854, -1.37453], [8.12659, 6.33436, -6.75261], [8.06758, -1.26676, 1.58431], [-9.06111, -7.38378, 3.62182], [-10.51895, -0.70473, 0.04683], [7.52990, -0.45016, 0.92183], [2.21032, 2.86917, -5.88195], [-5.77191, -5.28413, 2.12459], [5.53802, 4.51804, 1.04589], [-6.05700, -6.94923, 8.95021], [-9.42962, -6.57965, 5.55054], [-4.60923, -5.25742, -0.03427], [-1.98172, 3.54161, -2.30123], [1.75617, 4.67633, -2.99720], [-3.52732, -4.29839, 2.03344], [7.94228, -0.50113, -0.19335]], "lowdin_charge": [-0.385, 0.126, 0.018, 0.124, 0.129, 0.079, -0.204, 0.124, 0.125, 0.128, -0.027, 0.025, 0.127, 0.136, 0.085, 0.091, -0.383, -0.372, 0.026, -0.041, -0.388, -0.016, 0.040, 0.124, -0.119, 0.074, -0.164, -0.282, 0.129, 0.122, 0.090, -0.383, 0.115, -0.201, 0.027, 0.145, -0.275, -0.385, -0.386, 0.121, -0.133, -0.378, -0.186, 0.121, 0.101, 0.122, 0.120, 0.097, 0.084, 0.080, 0.021, -0.123, 0.091, 0.122, 0.083, 0.130, 0.128, 0.123, 0.924, -0.379, 0.029, 0.101, 0.128, 0.030, 0.087, 0.116, 0.021, 0.022, 0.139, 0.118, 0.020, -0.043, 0.023, 0.100, -0.210, 0.124, 0.020, 0.162, 0.108, 0.127, 0.129, 0.030, 0.024, 0.034, 0.100, 0.123, -0.371, 0.047, 0.077, 0.151, -0.167, 0.113, -0.089, 0.112, 0.129, 0.027, 0.091, -0.271, 0.119, 0.140, 0.025, 0.150, -0.190, 0.089, -0.168, -0.187, 0.022, 0.084, 0.067, -0.235, -0.377, 0.028, 0.124, 0.114, 0.019, 0.084, 0.079, 0.115, 0.113, 0.027, 0.102, -0.122, -0.354, -0.354, 0.113, 0.120, 0.109, 0.026, 0.122, -0.116, 0.026, 0.105], "total_energy_ev": -103989.43314, "homo_lumo_gap_ev": 7.020, "lumo_ev": -3.81, "total_charge": 1, "homo_energy_ev": -10.83}